Record 1
A molecular structure, C23H20BiClFP in a non-equilibrium geometry. Source: the Open Molecules 2025 dataset; level of theory: ωB97M-V/def2-TZVPD.

Atoms and positions in Å:
Cl1 2.012 1.642 3.191
H1 4.055 -2.994 -2.249
C1 -0.982 -2.375 2.866
H2 1.730 3.722 -3.659
H3 0.812 -2.952 1.651
H4 -5.214 -1.294 -1.789
C2 0.408 -2.499 2.559
H5 1.231 1.424 -2.851
C3 0.223 -1.507 4.631
C4 0.998 -1.456 -2.092
C5 1.243 3.576 -2.693
H6 -1.799 -2.744 2.241
C6 1.214 -0.650 -0.960
Bi1 0.240 1.048 4.729
H7 -4.617 1.110 -2.008
H8 2.244 -1.955 3.714
H9 1.111 5.708 -2.297
P1 -0.012 0.483 -0.240
C7 3.471 -1.537 -0.769
H10 0.044 5.381 -0.066
C8 -3.266 -1.856 -1.035
H11 0.473 -1.379 5.687
C9 0.343 2.112 -0.984
C10 -1.632 -0.071 -0.857
H12 4.429 -1.557 -0.252
H13 -0.409 3.082 0.786
H14 0.043 -1.427 -2.622
C11 3.255 -2.339 -1.892
C12 -4.211 -0.950 -1.526
F1 -0.967 2.073 3.412
H15 -2.055 -1.572 4.666
C13 0.294 4.518 -0.680
C14 2.460 -0.704 -0.299
H16 2.618 -0.075 0.576
C15 -3.870 0.399 -1.659
C16 -1.987 -1.427 -0.695
H17 1.859 -2.927 -3.414
H18 -3.534 -2.904 -0.898
H19 -1.262 -2.138 -0.291
C17 -1.120 -1.711 4.102
C18 0.962 2.283 -2.235
C19 0.898 4.696 -1.928
C20 0.031 3.237 -0.196
C21 -2.596 0.845 -1.323
H20 -2.340 1.899 -1.416
C22 1.151 -1.949 3.610
C23 2.022 -2.292 -2.544

Output
- DFT total energy (a.u.) = -2004.43281
- E_LUMO (eV) = -1.0
- Kohn-Sham gap (eV) = 6.453
- multiplicity = 1

Results of the Löwdin charge analysis, in e, for atoms 1 through 8:
1. Cl -0.139
2. H 0.103
3. C -0.114
4. H 0.101
5. H 0.099
6. H 0.100
7. C -0.112
8. H 0.103

Record 2
7 unconnected molecules or ions with the total composition C42H36Br2N6O15S in a non-equilibrium geometry. Source: the Open Molecules 2025 dataset; level of theory: ωB97M-V/def2-TZVPD.

Atoms and positions in Å:
C1 2.963 -6.763 8.117
H1 -0.090 7.662 -5.192
C2 -1.080 5.619 -2.929
H2 1.138 -11.474 -2.307
H3 -0.983 9.710 -4.143
H4 -0.152 -7.515 7.040
C3 -0.985 4.795 -1.815
H5 1.777 9.797 1.622
C4 -1.477 5.093 -4.147
C5 -0.249 -1.103 4.148
C6 1.774 8.615 -0.163
C7 2.466 7.668 -0.899
H6 2.440 -8.238 0.156
Br1 -2.313 -0.785 -3.301
C8 1.269 -11.040 -1.323
H7 -0.848 6.670 -2.847
H8 -0.563 -3.319 0.029
H9 -1.857 11.536 -5.548
O1 0.728 1.078 2.865
C9 1.620 -9.943 1.181
O2 0.827 7.646 -2.518
O3 2.502 6.323 -2.762
H10 -0.679 5.208 -0.861
C10 -1.133 -5.738 -1.270
C11 -2.455 -0.311 3.566
H11 0.555 -2.036 0.470
C12 1.896 -7.523 7.656
H12 -4.085 -1.554 4.185
H13 -0.533 -6.655 -1.213
H14 3.650 -4.806 8.666
H15 -0.177 -2.955 5.218
N1 -0.753 -4.918 7.341
O4 -1.237 1.809 2.386
C13 0.677 -6.920 7.395
C14 -1.472 10.639 -6.011
O5 -2.284 3.937 -6.471
H16 -1.549 5.739 -5.010
H17 -2.626 -3.251 5.235
C15 -1.284 3.442 -1.918
C16 -1.782 3.746 -4.234
O6 -1.562 -3.853 -4.102
H18 0.824 -0.982 4.138
O7 -1.671 -5.624 6.977
C17 -0.981 9.612 -5.220
C18 -2.191 -2.378 4.765
C19 -0.812 -2.214 4.755
H19 2.014 -8.587 7.504
H20 4.220 6.433 -1.052
H21 0.441 -12.733 -0.299
C20 -1.580 -2.021 -2.046
O8 -1.951 11.428 -9.431
H22 1.490 -3.721 8.197
C21 2.816 -5.396 8.309
C22 1.054 -11.201 1.066
O9 -2.348 12.598 -7.671
C23 2.310 9.062 1.034
C24 -0.973 9.347 -7.989
H23 -3.325 -5.775 1.706
C25 2.003 -9.222 0.065
H24 0.752 -11.758 1.941
C26 1.601 -4.785 8.047
H25 3.913 -7.239 8.327
H26 -1.207 2.801 -1.049
H27 5.163 7.237 1.074
C27 -0.458 -1.715 -1.416
O10 -2.519 2.008 -5.551
H28 3.940 8.910 2.418
Br2 0.475 -0.071 -1.723
C28 0.163 -2.607 -0.374
H29 0.827 9.005 -0.507
C29 -2.105 -5.831 -0.155
O11 -1.760 -5.745 -2.553
C30 -1.079 -0.166 3.555
H30 2.130 -9.224 -2.073
O12 -0.835 -3.716 7.505
N2 -1.959 11.591 -8.228
H31 -0.092 7.424 -7.650
H32 -0.428 -4.920 -1.144
O13 -2.199 -3.211 -1.728
C31 3.526 8.564 1.479
C32 -2.906 -5.726 0.728
S1 -2.414 -4.267 -3.033
C33 0.543 -5.557 7.598
C34 -3.011 -1.425 4.175
H33 -0.971 9.240 -9.064
C35 -0.480 8.325 -7.193
C36 -0.482 8.459 -5.812
H34 -1.920 1.862 -3.212
H35 -3.096 0.427 3.106
N3 1.891 7.175 -2.156
C37 -1.458 10.495 -7.387
C38 4.214 7.621 0.726
H36 0.961 -3.224 -0.809
C39 3.683 7.168 -0.470
N4 -0.484 0.998 2.887
C40 0.879 -11.750 -0.195
C41 1.828 -9.776 -1.193
O14 2.307 -8.253 2.582
N5 1.827 -9.366 2.517
C42 -1.686 2.913 -3.135
O15 1.509 -10.037 3.477
N6 -2.228 3.188 -5.517

Output
- DFT total energy (a.u.) = -8624.72024
- E_LUMO (eV) = -0.8
- Kohn-Sham gap (eV) = 8.435
- multiplicity = 1

Results of the Löwdin charge analysis, in e, for atoms 1 through 8:
1. C -0.067
2. H 0.090
3. C -0.071
4. H 0.109
5. H 0.106
6. H 0.120
7. C -0.059
8. H 0.109

Record 3
2 unconnected molecules or ions with the total composition C5H12NO in a non-equilibrium geometry. Source: the Open Molecules 2025 dataset; level of theory: ωB97M-V/def2-TZVPD.

Atoms and positions in Å:
H1 1.985 -1.639 -1.463
O1 1.512 2.712 0.248
H2 2.088 2.288 -0.401
H3 0.916 3.283 -0.251
H4 -1.498 0.132 3.053
H5 -0.345 1.678 0.999
C1 1.087 -2.186 -1.143
H6 1.219 -3.115 -1.694
H7 -1.009 -1.933 -1.449
H8 -1.694 -0.927 0.765
C2 -0.115 -1.311 -1.530
H9 0.362 0.735 -0.827
H10 -2.056 1.979 2.700
C3 -0.936 -0.206 0.509
H11 1.276 -2.366 -0.088
C4 -1.559 1.043 2.469
N1 -1.067 0.990 1.270
C5 -0.228 -0.143 -0.611
H12 0.059 -1.014 -2.557

Output
- DFT total energy (a.u.) = -327.37693
- E_LUMO (eV) = -5.8
- Kohn-Sham gap (eV) = 8.396
- net charge = +1
- multiplicity = 1

Results of the Löwdin charge analysis, in e, for atoms 1 through 8:
1. H 0.078
2. O -0.044
3. H 0.058
4. H 0.057
5. H 0.128
6. H 0.148
7. C -0.091
8. H 0.083

Record 4
4 unconnected molecules or ions with the total composition C29H29F2N2O15 in a non-equilibrium geometry. Source: the Open Molecules 2025 dataset; level of theory: ωB97M-V/def2-TZVPD.

Atoms and positions in Å:
O1 3.581 1.628 -2.538
C1 0.496 0.978 -2.453
F1 -1.263 -2.975 -2.423
C2 3.847 -7.571 -2.771
H1 2.286 3.487 3.503
H2 -4.193 2.648 3.244
C3 1.556 -1.225 -1.732
C4 -7.301 4.426 2.183
H3 1.584 2.060 0.640
O2 -3.206 2.632 4.971
H4 1.661 -2.228 -2.149
O3 -8.905 4.513 0.464
O4 -2.246 4.749 6.134
H5 -5.518 1.497 0.100
C5 1.510 1.545 -1.460
H6 -0.460 1.469 -2.264
H7 4.924 -9.536 -2.637
C6 -5.972 2.281 0.691
N1 2.844 0.955 -1.750
C7 -0.948 -2.279 -1.306
C8 0.708 3.874 4.395
H8 1.361 -1.351 -0.669
C9 -6.100 3.795 2.683
O5 1.972 4.167 4.131
C10 0.201 2.648 3.669
O6 2.672 -4.412 -1.370
C11 3.445 -0.854 -3.354
H9 4.125 -2.131 -1.144
H10 2.658 -5.931 -3.577
H11 -3.551 3.333 5.562
O7 3.874 -8.284 -3.756
O8 -3.087 -0.237 -1.538
H12 5.140 -7.753 0.481
C12 1.117 1.311 0.009
C13 -5.455 2.696 1.859
H13 0.805 1.265 -3.460
H14 4.469 -0.507 -3.455
C14 3.181 -6.287 -2.701
H15 1.481 0.345 0.354
H16 2.449 3.481 -1.181
O9 3.971 -5.370 0.639
N2 -0.870 -0.881 -1.589
F2 -2.014 -0.169 -3.456
C15 -7.181 2.901 0.202
H17 -9.036 4.015 -0.368
H18 0.035 1.310 0.120
O10 -0.775 -2.812 -0.277
H19 1.593 3.321 -2.733
C16 3.910 -1.082 -0.932
O11 5.122 -9.275 -1.715
O12 -5.555 4.087 3.733
C17 -1.162 2.216 3.894
H20 -1.514 1.334 3.377
H21 3.515 -1.009 0.082
C18 -0.070 4.589 5.220
H22 2.878 -4.161 -0.445
O13 -7.748 2.604 -0.835
C19 3.976 -6.102 -0.334
H23 2.845 -0.403 -4.145
H24 0.282 5.469 5.739
C20 4.566 -8.088 -1.542
O14 0.974 2.089 2.913
C21 1.580 3.056 -1.678
C22 3.239 -5.596 -1.555
H25 4.838 -0.516 -0.996
C23 2.910 -0.535 -1.959
C24 0.355 -0.546 -2.401
H26 -7.748 5.216 2.770
O15 -4.357 2.193 2.390
H27 0.240 -0.934 -3.412
C25 -7.814 4.010 1.016
C26 -2.098 -0.425 -2.139
H28 3.447 -1.939 -3.468
C27 -1.937 2.933 4.715
C28 4.626 -7.392 -0.398
H29 0.678 3.492 -1.242
C29 -1.444 4.174 5.424

Output
- DFT total energy (a.u.) = -2560.26549
- E_LUMO (alpha / beta) (eV) = -1.7 / -1.7
- Kohn-Sham gap (alpha / beta) (eV) = 6.717 / 7.951
- multiplicity = 2
- ⟨S²⟩ = 0.754

Results of the Löwdin charge analysis, in e, for atoms 1 through 8:
1. O -0.012
2. C -0.068
3. F 0.139
4. C -0.310
5. H 0.120
6. H 0.082
7. C -0.091
8. C 0.071

Record 5
2 unconnected molecules or ions with the total composition C28H26NO7 in a non-equilibrium geometry. Source: the Open Molecules 2025 dataset; level of theory: ωB97M-V/def2-TZVPD.

Atoms and positions in Å:
H1 -0.798 -1.433 -3.840
O1 -5.439 -2.649 -4.179
C1 -4.640 0.529 3.970
H2 5.716 -0.039 4.114
H3 -0.765 1.021 -6.046
C2 -3.819 1.665 3.884
H4 3.886 1.288 -0.696
C3 -0.488 0.043 3.197
C4 2.344 -0.598 4.073
H5 -4.470 -1.898 -0.505
C5 -0.074 0.848 -3.543
H6 -3.050 -2.186 -4.575
C6 -1.382 -1.079 -1.764
H7 0.133 2.465 -5.460
H8 3.683 -0.454 1.126
H9 0.281 -0.633 -0.402
H10 1.598 -1.371 4.268
C7 -2.850 -1.935 -3.533
H11 -5.718 0.637 4.091
H12 2.165 1.742 -6.651
C8 3.711 -0.863 4.211
O2 -6.088 -2.510 -2.090
H13 -4.668 -1.633 4.149
C9 0.566 0.286 -2.312
C10 -1.614 -1.483 -3.116
C11 4.379 -0.568 0.290
H14 4.539 0.036 -1.790
C12 2.015 0.578 -2.153
C13 -3.880 -2.062 -2.578
C14 -0.139 -0.437 -1.392
C15 -2.451 1.516 3.707
O3 -1.162 1.399 -3.591
O4 0.723 0.700 -4.628
C16 -2.691 -0.901 3.778
C17 -1.853 0.223 3.514
H15 4.051 -1.880 4.431
C18 2.834 1.743 3.734
C19 0.227 1.415 -5.768
C20 -4.056 -0.750 3.960
O5 2.649 1.440 -2.739
H16 -2.197 -1.871 3.872
H17 4.904 2.314 3.793
H18 1.379 0.250 -7.205
C21 4.195 1.488 3.857
H19 -2.186 -1.157 0.242
H20 -4.248 2.665 4.002
H21 -0.135 -0.949 2.853
C22 -3.658 -1.775 -1.215
C23 4.644 0.174 4.071
C24 -2.405 -1.353 -0.811
H22 4.477 -1.632 0.055
H23 0.804 1.819 -7.764
O6 2.565 -0.207 -1.199
H24 -1.804 2.390 3.746
O7 0.163 2.254 3.743
N1 -5.197 -2.429 -2.971
H25 2.472 2.767 3.674
C25 1.206 1.285 -6.903
C26 3.905 0.210 -0.908
H26 5.354 -0.199 0.611
C27 1.902 0.693 3.768
C28 0.458 1.052 3.542

Output
- DFT total energy (a.u.) = -1663.95241
- E_LUMO (eV) = 0.4
- Kohn-Sham gap (eV) = 3.508
- net charge = -1
- multiplicity = 1

Results of the Löwdin charge analysis, in e, for atoms 1 through 8:
1. H 0.124
2. O 0.044
3. C -0.151
4. H 0.089
5. H 0.131
6. C -0.121
7. H 0.132
8. C -0.083

Record 6
A single C3H4N2 molecule in a non-equilibrium geometry. Source: the Open Molecules 2025 dataset; level of theory: ωB97M-V/def2-TZVPD.

Atoms and positions in Å:
C1 -0.104 0.297 -0.706
H1 0.739 -0.152 1.340
C2 -0.157 -0.221 0.722
N1 -1.030 0.836 0.286
C3 -0.983 2.071 1.001
H2 -0.575 -1.234 0.764
N2 -1.107 3.044 1.582
H3 -0.667 -0.201 -1.395
H4 0.748 0.836 -1.105

Output
- DFT total energy (a.u.) = -226.13717
- E_LUMO (eV) = 0.9
- Kohn-Sham gap (eV) = 11.068
- multiplicity = 1

Results of the Löwdin charge analysis, in e, for atoms 1 through 8:
1. C -0.090
2. H 0.116
3. C -0.129
4. N -0.065
5. C -0.251
6. H 0.106
7. N 0.129
8. H 0.070

Record 7
A single C6H10 molecule in a non-equilibrium geometry. Source: the Open Molecules 2025 dataset; level of theory: ωB97M-V/def2-TZVPD.

Atoms and positions in Å:
C1 0.910 -0.922 0.690
H1 1.809 -0.969 1.306
H2 -1.163 -1.066 1.488
H3 0.233 1.159 -2.114
C2 -0.446 0.812 0.565
H4 0.776 -1.872 0.176
H5 1.938 0.716 -0.439
H6 0.324 1.573 0.553
H7 -1.953 1.209 -1.095
H8 0.109 -0.618 -2.149
H9 -0.075 -0.161 2.543
C3 -1.248 0.472 -0.700
C4 -0.295 -0.393 1.498
C5 0.037 0.263 -1.515
H10 -1.803 -0.470 -0.573
C6 0.940 0.243 -0.293

Output
- DFT total energy (a.u.) = -234.48013
- E_LUMO (eV) = 1.2
- Kohn-Sham gap (eV) = 9.031
- multiplicity = 1

Results of the Löwdin charge analysis, in e, for atoms 1 through 8:
1. C -0.160
2. H 0.103
3. H 0.103
4. H 0.110
5. C -0.177
6. H 0.103
7. H 0.136
8. H 0.117

Record 8
2 unconnected molecules or ions with the total composition C4H3Br2NO2S in a non-equilibrium geometry. Source: the Open Molecules 2025 dataset; level of theory: ωB97M-V/def2-TZVPD.

Atoms and positions in Å:
S1 -1.144 1.274 0.657
C1 -1.328 -0.382 0.192
Br1 1.215 2.965 -0.493
C2 0.235 1.373 -0.369
H1 -0.338 -1.816 -1.079
H2 1.352 0.102 -1.706
C3 0.525 0.207 -1.028
N1 -2.352 -1.128 0.814
C4 -0.375 -0.813 -0.696
H3 3.821 1.167 0.512
O1 -2.405 -2.313 0.567
Br2 3.884 -0.121 1.071
O2 -3.090 -0.516 1.558

Output
- DFT total energy (a.u.) = -5905.56594
- E_LUMO (eV) = -1.0
- Kohn-Sham gap (eV) = 8.681
- multiplicity = 1

Results of the Löwdin charge analysis, in e, for atoms 1 through 8:
1. S 1.087
2. C -0.465
3. Br 0.725
4. C -1.042
5. H 0.126
6. H 0.109
7. C -0.208
8. N -0.428

Record 9
A molecular structure, C9H12N13O4Os. Source: the Open Molecules 2025 dataset; level of theory: ωB97M-V/def2-TZVPD.

Atoms and positions in Å:
C1 1.111 -0.273 -2.282
N1 -1.829 3.071 1.474
N2 -1.097 1.689 -0.360
H1 3.878 -0.288 1.959
C2 -2.021 -2.155 -1.938
H2 -2.414 3.846 1.760
N3 0.689 -1.269 1.634
N4 -0.376 1.306 2.174
N5 -1.449 1.653 -1.695
N6 0.057 0.888 3.411
C3 2.793 -0.252 2.054
N7 -1.758 -1.575 -0.753
N8 -1.224 2.615 3.725
H3 0.752 -1.335 -4.452
H4 -2.367 -1.481 0.046
H5 2.351 -2.322 2.463
H6 2.530 0.053 3.063
N9 2.233 0.743 1.098
O1 0.150 -1.948 -4.924
C4 2.149 -1.561 1.710
C5 -1.848 2.712 0.162
H7 2.331 1.687 1.473
C6 -0.894 -2.342 -4.213
N10 -2.571 3.274 -0.759
C7 -0.115 -1.067 -2.037
H8 2.479 -1.926 0.737
O2 -1.743 -3.073 -4.632
H9 0.345 -1.060 2.576
N11 -0.584 -0.924 -0.803
H10 0.197 -2.092 1.300
N12 -0.452 1.663 4.285
O3 1.391 0.474 -1.240
C8 -1.182 2.367 2.438
H11 -2.909 -2.740 -2.113
H12 2.729 0.739 0.202
O4 1.732 -0.303 -3.315
Os1 0.209 0.486 0.463
N13 -2.292 2.574 -1.896
C9 -0.981 -1.855 -2.796

Output
- DFT total energy (a.u.) = -1453.39470
- E_LUMO (eV) = -6.0
- Kohn-Sham gap (eV) = 6.920
- net charge = +1
- multiplicity = 1

Results of the Löwdin charge analysis, in e, for atoms 1 through 8:
1. C -0.513
2. N 0.196
3. N -0.169
4. H 0.140
5. C 0.064
6. H 0.179
7. N -0.078
8. N -0.184

Record 10
A molecular structure, C10H11ClDyF5OY in a non-equilibrium geometry. Source: the Open Molecules 2025 dataset; level of theory: ωB97M-V/def2-TZVPD.

Atoms and positions in Å:
C1 0.317 -1.200 3.355
F1 0.265 2.414 3.618
H1 0.105 -2.720 -3.941
H2 -2.257 -1.796 1.179
Y1 0.390 0.475 -3.774
C2 0.198 -0.619 5.672
H3 -2.403 -0.058 0.828
Cl1 0.106 1.287 -1.371
C3 0.255 -1.602 4.673
H4 -1.726 2.272 -4.648
H5 -2.400 0.620 -4.503
C4 0.401 0.147 2.998
F2 0.348 -2.091 2.208
F3 0.023 1.645 6.312
C5 -1.548 1.210 -4.886
C6 -1.988 -1.019 0.458
C7 2.223 1.812 -4.343
F4 0.273 -2.907 5.018
C8 0.177 0.743 5.326
H6 2.568 1.684 -5.381
C9 0.292 1.123 4.000
H7 1.971 2.868 -4.160
H8 -2.483 -1.264 -0.480
Dy1 0.185 -0.832 0.148
H9 -1.492 1.082 -5.981
F5 0.166 -0.997 6.968
O1 0.527 0.507 1.739
C10 0.768 -1.836 -3.690
H10 3.037 1.527 -3.656
H11 1.701 -2.476 -3.684

Output
- DFT total energy (a.u.) = -2345.69937
- E_LUMO (alpha / beta) (eV) = 2.2 / 2.2
- Kohn-Sham gap (alpha / beta) (eV) = 7.296 / 5.092
- net charge = -1
- multiplicity = 6
- ⟨S²⟩ = 9.749

Results of the Löwdin charge analysis, in e, for atoms 1 through 8:
1. C -0.063
2. F 0.108
3. H -0.093
4. H -0.046
5. Y 0.930
6. C -0.142
7. H -0.023
8. Cl -0.043